Record 1
This record from the OMol25 dataset describes a molecular structure, C9H11F5O8S2V. The level of theory is the ωB97M-V functional and the def2-TZVPD basis.

Calculated values
HOMO-LUMO gap = 3.73 eV
LUMO = -9.34 eV
highest occupied orbital energy = -13.07 eV

Geometry as ORCA input:
```
! wB97M-V def2-TZVPD RIJCOSX def2/J DEFGRID3
* xyz 1 1
H -0.664 -0.119 -0.964
H 1.264 3.018 0.800
H -0.724 3.362 -0.981
F -1.784 -1.827 1.738
C -2.738 2.179 0.921
H 0.863 -0.262 -1.805
C 1.589 2.075 0.369
S 1.798 0.964 1.752
F -3.522 -2.984 -0.461
C -1.518 -2.525 0.655
V 3.742 -2.473 -2.461
O 0.660 -3.194 -0.939
O 1.499 1.574 2.993
S 0.313 -2.471 0.271
F -1.936 -2.288 -1.712
O 4.584 -3.406 -3.469
O 3.802 -0.997 -1.764
H 2.041 -0.925 0.052
H -0.741 2.942 1.485
H -3.299 1.887 0.048
O 3.154 0.515 1.709
F -1.748 -3.794 0.966
H -3.164 2.526 1.846
C -1.254 2.307 0.772
H -1.525 1.777 -1.232
C -0.759 2.316 -0.684
O -1.793 1.100 1.210
C -2.496 -2.151 -0.514
O 0.751 -0.250 1.538
H 2.567 2.260 -0.060
F -2.978 -0.929 -0.401
O 0.945 -3.094 1.386
C 0.622 1.624 -0.747
C 0.400 0.086 -0.883
C 0.976 -0.768 0.251
H 1.073 1.946 -1.685
*
```

***

Record 2
This record from the OMol25 dataset describes a molecular structure, C9H11IN2O7RhSSe. The level of theory is the ωB97M-V functional and the def2-TZVPD basis.

Calculated values
HOMO-LUMO gap (alpha / beta) = 7.44 / 4.74 eV
LUMO (alpha / beta) = 1.76 / -0.94 eV
highest occupied orbital energy (alpha / beta) = -5.68 / -5.68 eV

Geometry as ORCA input:
```
! wB97M-V def2-TZVPD RIJCOSX def2/J DEFGRID3
* xyz -1 5
I 2.022 3.234 -3.582
H 1.498 -3.098 -0.369
H -2.809 2.171 -0.733
C 1.107 -3.019 -1.384
C -2.207 0.496 2.154
O -2.190 -1.026 4.229
Se 4.428 1.566 -0.144
C -0.937 1.278 -0.182
H 0.822 0.369 0.635
H -0.342 -0.365 2.724
O -3.258 1.175 4.396
O 4.093 0.812 -1.630
H -0.502 -4.448 -1.198
C -0.385 -3.390 -1.421
C -2.899 1.235 1.198
O 5.376 2.845 -0.323
N 1.454 -0.572 -2.201
H -0.809 -3.193 -2.405
Rh 2.055 1.471 -1.728
O 2.792 2.053 0.101
O 4.851 0.485 0.962
C -0.869 0.189 1.958
O -4.321 -0.600 3.095
S -3.083 -0.047 3.630
H -0.650 2.437 -1.855
H -0.939 -2.813 -0.683
H -0.571 0.832 -2.118
C -0.231 0.585 0.787
N -0.308 1.564 -1.466
C 1.316 -1.647 -1.833
C -2.265 1.623 0.031
H 1.703 -3.674 -2.019
H -3.941 1.469 1.375
*
```

***

Record 3
This record from the OMol25 dataset describes a gas-phase ion, C9H11N2O (charge +1). The level of theory is the ωB97M-V functional and the def2-TZVPD basis.

Calculated values
ΔE to the lowest compared entry with this formula, charge and spin = 87.6 kcal/mol
HOMO-LUMO gap = 8.38 eV
SMILES = Cc1ccccc[nH+]c[nH]c1=O
LUMO = -4.45 eV
highest occupied orbital energy = -12.83 eV

Geometry as ORCA input:
```
! wB97M-V def2-TZVPD RIJCOSX def2/J DEFGRID3
* xyz 1 1
H -2.826 1.298 0.242
H 0.529 -0.181 3.224
H -0.243 -2.357 2.213
O 1.066 -2.791 0.086
C -1.352 -0.176 -0.420
H 0.397 -2.099 -2.391
C -0.198 -0.918 -0.717
C 0.532 -0.428 2.163
H 0.934 -0.395 -2.395
H 1.556 1.247 2.061
H -1.339 2.876 -0.172
N 1.012 0.600 1.490
H -2.100 -0.338 -1.241
H 0.939 2.590 -0.995
C 1.198 0.840 0.099
C 0.106 -1.083 -2.128
C 0.408 -1.768 0.234
C -1.759 1.045 0.174
H -0.833 -0.854 -2.722
C 0.475 1.875 -0.388
H 2.277 0.543 -0.118
N 0.039 -1.552 1.656
C -0.819 2.026 0.045
*
```

***

no.,E_tot (Eh)
1,-3190.61651
2,-4193.54525
3,-533.91278